# 1
The following is a DFT calculation (the ωB97M-V functional and the def2-TZVPD basis) of a structure of composition C13H34MnN7SSb at a distorted geometry.

```
57
Properties=species:S:1:pos:R:3:forces:R:3
H 4.91584 -1.59786 0.55972 -0.5 0.3 0.2
H 1.45399 3.77875 0.99369 0.5 1.4 -0.1
N 1.03384 0.38546 -1.60698 0.7 1.0 -3.2
H 0.02072 2.11098 -4.53876 -0.6 0.2 -0.1
H -4.27738 -1.56958 -0.59248 0.0 -0.1 -0.3
C 0.43026 2.21738 2.70045 -0.7 1.5 1.0
H -2.85021 0.10746 1.25693 -0.7 0.4 -0.2
H 1.90924 1.35817 1.61468 2.1 -0.4 0.0
H 0.27866 0.94936 -5.86381 -0.5 0.1 0.5
C 3.07789 -2.09061 1.28980 0.5 -1.1 1.1
H 3.62044 0.03072 -0.71674 0.0 -0.2 -0.5
H -1.67395 1.91295 -0.92685 0.2 0.4 0.2
H -3.21701 2.44565 0.64278 -0.4 0.7 -0.3
H -3.99514 -2.87417 -1.83832 0.4 0.4 0.9
H -3.61408 -1.25279 -2.25640 0.1 -0.1 0.9
H 0.14651 -3.96430 -1.24409 -0.3 -0.2 -0.1
C -0.40377 1.10140 3.28219 -0.1 -0.4 0.4
H -3.06529 1.20241 2.69879 -0.1 -0.2 -0.4
H -0.16408 -3.20994 -2.78286 -0.4 0.4 0.3
N 3.99299 -1.22177 0.80500 -0.5 -0.5 -0.4
C -3.60483 -1.93449 -1.37519 -0.2 -0.2 -1.4
N -1.23009 2.13416 -0.03719 -0.8 -1.6 -0.3
H -3.01912 -2.80752 1.59971 0.2 -0.2 0.1
C -2.44023 0.93889 1.82837 0.8 0.2 0.5
Sb -1.62839 -2.09595 -0.56006 0.3 -0.3 -0.6
N 1.09407 1.87299 1.48632 -2.6 -0.6 -0.7
C 1.50997 0.69843 -4.17668 0.2 -0.6 0.8
C -2.24768 -3.35476 1.05155 -1.2 0.7 -1.5
H 0.24615 0.41653 3.85512 -0.3 0.0 -0.4
H -0.21791 3.09725 2.48513 0.4 -0.7 0.1
C -0.35368 3.25865 -0.08189 2.3 -0.3 -1.7
H 1.88251 -0.27906 -4.50152 -0.2 0.0 0.1
C 0.17548 1.06684 -4.76958 0.8 0.4 -1.5
S 1.38426 -1.86782 1.52044 0.6 0.4 -0.5
H -1.11833 1.50804 3.98121 -0.1 0.4 0.6
H -0.73171 4.15302 0.36969 -0.5 0.4 0.1
C -2.23256 2.22298 1.01287 0.0 -0.3 1.4
N 3.59272 0.03771 0.28731 0.9 0.1 1.2
H -1.36298 -0.53027 2.63056 -0.3 -1.7 0.8
H -1.36515 -4.29517 -2.14150 -0.8 -1.0 -0.1
H 1.72741 2.58558 -0.26093 0.1 0.3 -0.5
C -0.66132 -3.56155 -1.86848 1.1 1.2 0.7
Mn 0.12235 0.08960 0.33504 -0.2 0.3 0.7
C 1.04681 2.93057 0.50483 0.8 -0.6 0.1
H -2.71251 -4.14234 0.48052 -0.6 -0.4 0.0
N -1.17125 0.35746 2.27566 1.2 1.1 -1.0
H -0.58137 0.43091 -4.36885 -0.8 -0.3 0.0
C 1.28645 0.61829 -2.73042 0.0 -1.2 2.9
H 1.10779 2.62276 3.46903 0.0 -0.3 -0.1
H -1.88347 3.01938 1.71361 -0.8 -0.6 -0.6
H 4.45514 -3.53453 2.00330 1.7 -0.1 0.1
H 2.82696 -3.91053 2.04618 -0.7 -0.8 0.4
H 2.28084 1.40456 -4.42542 0.3 0.5 0.1
N 3.54041 -3.29083 1.77235 -1.5 2.3 -1.4
H 4.30700 0.70946 0.60706 -0.5 -0.3 -0.2
H -0.08898 3.45754 -1.14725 -0.6 0.3 0.7
H -1.55425 -3.84642 1.65239 1.5 -0.3 1.2
```
Forces are in eV/Å.

Its total charge is +2. For the HOMO energy (alpha / beta), the calculation gives -13.6 / -14.3 eV. As for the spin multiplicity: 6.


# 2
The following is a DFT calculation (the ωB97M-V functional and the def2-TZVPD basis) of a cluster of 8 separate species, C13H35F2N18O13S2 in total at a distorted geometry.

```
83
Properties=species:S:1:pos:R:3:forces:R:3
O 0.63674 0.43595 -8.40018 0.0 0.0 0.3
H -1.68545 -1.96080 -1.38071 -0.2 0.2 0.3
H -3.14994 -5.16215 -3.91063 0.1 0.2 0.1
C -0.19148 6.17689 4.24890 -0.2 0.3 0.0
C -2.25101 -3.44792 -4.49725 -0.5 -0.6 -0.6
C 3.71381 0.99560 -1.41568 0.3 -0.4 0.4
N 0.43067 1.68998 0.74754 3.4 0.2 -0.4
F -0.81063 0.22995 3.17295 -1.7 3.2 -0.4
H 4.15069 1.39943 2.58426 -0.6 0.5 -0.7
H -0.80507 8.16543 4.36685 0.1 -0.1 0.0
H -1.08109 -9.29934 3.21815 0.1 0.1 0.0
O 2.85199 -2.79750 4.26048 0.0 0.4 -0.2
C -0.94346 5.86297 -2.40744 0.4 0.3 -0.3
H -2.53158 7.04159 -1.73801 0.1 0.0 -0.1
H 1.05543 -9.51611 2.33226 0.0 0.1 0.1
H 0.01583 -2.46827 2.85933 0.1 0.0 0.1
F 1.21530 1.92147 -3.35231 -1.8 -1.4 2.9
H -1.44463 -7.94372 4.23535 0.1 -0.2 -0.1
H 4.76598 0.87557 1.15593 -0.9 0.6 -0.1
N -1.39710 2.53222 2.36879 0.8 -3.7 -0.2
N -0.05039 7.51995 4.21756 0.5 0.3 -0.1
H 1.89028 -5.08045 4.28595 -0.3 0.0 -0.1
S 0.16797 1.19793 -2.22601 -3.3 -2.0 -2.7
H 1.22801 -1.27209 3.17961 -0.1 -0.3 0.1
O 0.13653 5.84375 -2.97681 -0.1 -0.1 0.2
N -1.49295 -2.43236 -4.00914 0.6 0.9 0.1
O -2.49705 1.43953 4.22976 4.4 -0.1 -4.7
H 2.25312 -8.31869 2.70191 -0.2 -0.1 0.0
O -1.13844 1.91454 -2.37230 4.6 -1.7 1.0
N 4.15042 1.60632 1.56629 0.7 -0.7 0.7
N 2.88776 1.57197 1.03144 -7.6 -0.7 -3.1
H 0.87241 7.88091 4.03268 -0.2 0.0 0.1
H -1.23422 7.86078 -2.54474 -0.1 -0.2 0.0
N -1.64273 7.00519 -2.20329 -0.1 0.7 0.0
H -3.30353 -1.30201 1.66816 -0.1 -0.1 -0.1
N 0.91682 -2.22752 3.23240 -0.4 1.1 -0.5
H 2.47059 1.57797 -7.19082 -0.2 -0.1 0.1
O 2.96907 -1.07548 -2.10743 -0.8 -3.1 1.3
H -2.42290 4.73224 -1.45840 0.0 0.0 -0.2
N -2.58716 -4.39205 -3.58626 -0.2 -0.5 0.3
N -0.09544 -0.12455 -6.33631 -0.8 -0.5 0.4
O -2.61580 -3.85546 -0.09261 0.1 0.1 -0.1
O 3.33286 0.16141 -2.53007 0.6 4.2 -0.8
C -0.98897 1.83030 1.09820 -4.6 -1.2 -1.4
C 1.75880 -3.12056 3.81456 0.4 -0.8 0.4
N 1.29490 -4.38786 3.86142 0.4 0.4 0.1
O -2.60072 -3.50279 -5.66472 0.2 0.2 0.2
H -3.66184 -2.97091 1.97174 0.0 0.2 -0.1
H -2.23063 6.35616 4.65617 0.1 0.0 0.0
C 2.52293 1.31291 -0.39050 -2.1 0.0 0.4
O 0.80340 -6.90922 4.13218 -0.1 -0.3 0.0
N -2.13137 -1.68967 -0.52146 0.5 0.4 -0.4
C -1.64393 1.40402 3.31579 -2.9 0.0 4.1
H -2.30938 -4.36405 -2.61985 -0.1 0.0 0.1
H -1.59472 4.74804 4.53378 0.0 0.2 0.1
N 1.31258 -8.66618 2.80090 0.7 -0.1 -0.3
H 1.93390 1.16378 -5.59566 0.0 0.0 -0.1
O -1.94650 1.35215 0.41646 5.4 2.0 2.1
O 0.74719 5.40974 4.06357 0.3 -0.5 -0.2
S 1.62541 2.18062 3.47338 -0.2 0.3 -1.9
H -0.00112 -0.10406 -5.33697 0.1 0.1 -0.1
H 2.48000 -1.50940 -2.85975 0.6 1.1 0.7
O 0.12113 -0.27545 -2.51097 0.9 4.6 0.8
H 1.51497 3.59560 3.46844 -0.2 -0.9 -0.4
N -1.44926 5.74445 4.50128 -0.4 -0.7 -0.1
H -1.22298 -1.71015 -4.65564 -0.1 -0.2 0.2
C 0.98679 1.41189 -0.58358 5.2 0.1 1.7
N -0.78435 -8.45349 3.67044 -0.7 0.1 0.2
H 4.62321 0.46508 -0.92041 -1.8 0.8 -0.2
H 0.40205 -4.67053 3.50109 0.1 -0.1 0.1
H -0.87667 -0.61526 -6.74482 0.1 0.1 0.0
C 0.77281 0.47466 -7.19017 0.0 0.0 -0.9
C 1.59042 1.79307 1.63969 1.5 0.7 1.1
N -1.53624 4.74033 -1.92972 0.1 -0.8 0.5
H -1.04545 3.86997 -2.06411 -0.4 0.3 -0.1
H -1.19413 -2.36730 -3.05478 0.1 -0.1 -0.3
C -2.66401 -2.67971 0.23493 -0.1 -0.5 -0.2
H -2.15860 -0.71675 -0.27335 -0.1 -0.1 -0.1
N 1.80398 1.12001 -6.58993 0.8 0.5 0.2
C 0.46562 -7.94320 3.57054 0.1 0.0 0.1
H 4.13074 2.02298 -1.76005 -0.9 -1.9 -0.1
N -3.25341 -2.26303 1.38190 -0.2 -0.1 0.8
H -2.33674 2.96071 2.19986 1.0 -0.5 0.1
```
Forces are in eV/Å.

Its total charge is +1. For the HOMO energy, the calculation gives -11.4 eV. As for the spin multiplicity: 1.


# 3
The following is a DFT calculation (the ωB97M-V functional and the def2-TZVPD basis) of a structure of composition C13H36BF4IrO4PSi3 at a distorted geometry.

```
63
Properties=species:S:1:pos:R:3:forces:R:3
H -3.96867 0.70159 -0.63951 0.3 -0.1 0.0
Si -0.47829 -1.51075 1.87190 0.6 1.0 -0.8
H 2.11405 4.98365 -2.40377 0.0 0.4 0.0
H -1.05613 -4.12502 -1.65803 -0.3 0.0 -0.3
H -1.15548 4.70282 -2.40970 0.1 -0.2 0.0
F 4.25091 -0.33112 -0.04042 -0.5 1.2 -0.1
H -4.16754 -2.24740 -1.14055 -0.3 -0.2 -0.1
C -3.33827 -2.45673 -0.46803 0.6 0.6 0.5
H -2.96844 -3.47400 -0.63743 -0.2 0.3 0.1
O 0.98727 3.93836 0.49062 -0.3 0.3 0.3
C -1.47889 4.62919 -1.37489 -0.6 0.4 -0.4
H -3.68958 -2.31592 0.56788 0.0 -0.3 -0.5
H 1.53147 -2.64515 2.72615 -0.5 -0.2 0.0
C -2.90135 0.61299 -0.38399 0.1 0.1 -0.3
C -0.30493 -4.14701 -0.88582 0.9 0.7 -0.1
H 0.06287 -3.15762 3.57428 -0.1 0.3 -0.3
C -0.41942 -1.08873 -0.07618 -0.1 -0.6 0.2
H 1.72267 1.08077 3.19838 0.1 0.3 0.0
H -2.79371 -2.24582 2.46209 0.3 0.0 0.1
H -2.54941 4.64404 -1.32688 -0.5 0.0 -0.1
H 0.24609 0.76418 4.20073 0.1 0.1 -0.3
O 1.14717 3.27269 -1.85651 0.7 0.2 -0.7
H 2.71759 -3.83558 0.21637 -0.2 0.1 -0.1
O -1.12085 3.32602 -0.81627 -1.2 0.8 -0.3
H -2.04676 -1.03876 3.54575 -0.1 -0.2 -0.4
C 2.39862 -2.79224 0.11669 -1.0 0.2 0.0
C 0.46303 4.02746 1.85171 0.2 0.1 -0.2
H 3.15215 -2.24285 -0.42093 0.4 0.1 -0.2
Ir 0.53146 0.67842 0.17611 -0.9 0.0 -0.6
H -2.79737 0.82121 0.67487 0.0 0.1 0.2
H -0.38044 4.72555 1.89502 0.2 -0.2 -0.1
Si 0.81527 -2.62483 -0.93465 0.7 -0.5 0.4
H 2.34107 -2.36209 1.11821 0.2 -0.1 -0.4
F 2.41091 0.50631 -1.18378 0.2 0.2 0.4
C 1.41670 -2.14957 -2.63611 -0.8 -0.3 -0.2
H -1.12075 5.48708 -0.81081 0.4 -0.3 0.3
Si -2.18791 -1.03497 -0.93834 -0.4 -0.2 -0.2
H 0.40784 -4.95321 -1.11346 -0.3 -0.1 0.1
O 0.20433 0.05759 2.23030 0.0 -0.3 0.5
B 3.41572 0.74454 -0.12975 0.7 -0.4 -0.1
C 0.46144 -2.86925 2.58685 0.9 -1.1 0.6
H -1.70181 -1.90456 -3.25962 -0.2 0.2 0.2
H 0.39024 -3.78630 1.97177 0.1 0.4 0.2
H 2.10854 -1.32303 -2.68823 0.0 0.4 0.2
H 0.62834 -2.05596 -3.39876 0.4 0.0 0.2
P 0.34696 3.00407 -0.59215 1.5 -1.2 1.5
H 0.17073 3.02924 2.19292 0.0 0.2 0.1
H -2.35637 1.39534 -0.93039 -0.3 -0.1 0.1
H 2.89772 4.17324 -1.00586 -0.2 -0.2 -0.1
H 1.29849 4.41209 2.43217 -0.2 -0.1 0.1
C -2.15499 -1.36178 2.49032 -1.0 0.1 0.7
H -2.66258 -0.57358 1.95618 -0.3 0.2 0.1
H 3.00961 3.51091 -2.65924 0.4 -0.4 -0.3
F 2.45708 0.64967 1.09906 0.9 0.2 -0.4
C -2.02096 -0.96140 -2.78999 0.7 0.1 -0.3
H 2.03821 -3.02178 -2.88692 -0.2 -0.2 0.0
C 2.39836 4.04291 -1.96375 -0.2 0.3 -0.1
H -1.25848 -0.20411 -3.03586 -0.2 -0.2 -0.1
H -0.76684 -4.30477 0.08178 0.0 -0.2 0.1
F 3.90842 2.01475 -0.21260 -0.5 -1.1 0.2
C 0.94247 0.38222 3.44772 -0.3 -0.5 0.2
H -2.94702 -0.63578 -3.28109 0.1 -0.1 0.3
H 1.39946 -0.53721 3.81441 0.1 0.1 0.1
```
Forces are in eV/Å.

Its total charge is +2. For the HOMO energy (alpha / beta), the calculation gives -15.2 / -16.4 eV. As for the spin multiplicity: 6.